No. 1
{"formula": "C5H6N2", "method": "ωB97M-V/def2-TZVPD", "lumo_ha": 0.0434, "elements": ["N", "C", "C", "C", "C", "C", "N", "H", "H", "H", "H", "H", "H"], "coordinates": [[1.6725, -0.2592, 1.1974], [1.4215, 0.9329, 0.8954], [1.4107, 0.0812, -0.2667], [0.0336, -0.1822, -0.8510], [-0.9787, -0.9994, 0.0036], [-1.5824, 0.3674, 0.1507], [-0.8118, 1.0357, -0.6269], [2.2659, 0.0343, -0.9395], [0.0938, -0.4583, -1.9070], [-1.6148, -1.6755, -0.5767], [-0.5850, -1.5147, 0.8854], [-2.4430, 0.7696, 0.6887], [1.1176, 1.8683, 1.3466]], "atomic_forces_ev_per_a": [[-0.3, 0.4, 0.0], [0.0, -0.4, 0.2], [0.0, 0.0, -0.4], [0.2, -0.1, -0.2], [0.0, -0.1, 0.0], [-0.1, 0.2, -0.1], [-0.3, -0.2, 0.1], [-0.1, 0.0, 0.2], [0.0, 0.0, 0.1], [0.2, 0.0, 0.1], [-0.1, 0.2, -0.1], [0.1, -0.1, 0.0], [0.4, 0.0, 0.1]]}

=====

No. 2
{"formula": "C47H81ClO20P4", "method": "ωB97M-V/def2-TZVPD", "smiles": "O=C1C(Cl)=C(CCO)C(=O)C(COc2ccccc2)=C1CCc1ccccc1.CCOP(=O)(OCC)OCC.CCOP(=O)(OCC)OCC.CCOP(=O)(OCC)OCC.CCOP(=O)(OCC)OCC", "lumo_ha": -0.0574, "elements": ["O", "C", "C", "Cl", "C", "C", "C", "O", "C", "O", "C", "C", "O", "C", "C", "C", "C", "C", "C", "C", "C", "C", "C", "C", "C", "C", "C", "C", "H", "H", "H", "H", "H", "H", "H", "H", "H", "H", "H", "H", "H", "H", "H", "H", "H", "H", "H", "H", "H", "C", "C", "O", "P", "O", "O", "C", "C", "O", "C", "C", "H", "H", "H", "H", "H", "H", "H", "H", "H", "H", "H", "H", "H", "H", "H", "C", "C", "O", "P", "O", "O", "C", "C", "O", "C", "C", "H", "H", "H", "H", "H", "H", "H", "H", "H", "H", "H", "H", "H", "H", "H", "C", "C", "O", "P", "O", "O", "C", "C", "O", "C", "C", "H", "H", "H", "H", "H", "H", "H", "H", "H", "H", "H", "H", "H", "H", "H", "C", "C", "O", "P", "O", "O", "C", "C", "O", "C", "C", "H", "H", "H", "H", "H", "H", "H", "H", "H", "H", "H", "H", "H", "H", "H"], "coordinates": [[-2.9633, -2.3968, -5.7757], [-2.5094, -1.2666, -5.4567], [-1.2236, -1.1228, -4.5028], [-0.7687, -2.3829, -3.2603], [-0.4580, 0.0728, -4.6620], [0.8309, 0.4649, -3.8074], [2.1907, -0.2177, -4.3214], [2.1100, -1.6649, -4.4251], [-0.9227, 1.1211, -5.7981], [-0.0141, 1.7489, -6.3867], [-2.4958, 1.2829, -6.1268], [-3.1730, 2.6436, -6.6134], [-2.9714, 3.7719, -5.7336], [-1.6673, 4.3344, -5.8417], [-0.9072, 4.6657, -7.1425], [0.5424, 5.2471, -7.1823], [1.2734, 5.5498, -5.8304], [0.4807, 5.2515, -4.5369], [-0.9414, 4.6509, -4.4840], [-3.2527, 0.0732, -5.9703], [-4.8116, -0.0662, -6.2722], [-5.1406, 0.0445, -7.8718], [-3.8559, -0.1452, -8.7965], [-3.3797, 1.0553, -9.6876], [-2.1379, 1.0077, -10.6043], [-1.3024, -0.2880, -10.7190], [-1.7526, -1.5024, -9.8335], [-3.0070, -1.4463, -8.9062], [0.9592, 1.6083, -3.9249], [0.6236, 0.2793, -2.6890], [2.5354, 0.2723, -5.2993], [3.0236, -0.0066, -3.5478], [1.3893, -1.9036, -5.0602], [-4.3178, 2.5276, -6.7251], [-2.7974, 2.8204, -7.6941], [-1.3901, 4.4480, -8.1575], [1.0786, 5.4480, -8.1800], [2.3276, 5.9723, -5.8143], [0.9788, 5.4940, -3.5376], [-1.4778, 4.4238, -3.5080], [-5.4339, 0.7018, -5.6963], [-5.1836, -1.1001, -5.9257], [-5.5346, 1.1123, -8.0475], [-5.9228, -0.7350, -8.1567], [-3.9711, 2.0434, -9.6385], [-1.8042, 1.9088, -11.2204], [-0.3969, -0.3417, -11.4172], [-1.0944, -2.4450, -9.9091], [-3.2965, -2.3745, -8.3129], [5.9421, 0.2855, -1.2803], [6.2980, 0.9909, -2.5728], [5.8712, 2.3432, -2.5490], [6.7592, 3.4605, -1.7036], [8.0529, 3.3171, -2.5109], [6.1975, 4.8209, -2.4604], [7.0804, 5.7174, -3.1193], [7.1203, 5.4135, -4.6054], [5.3904, 3.6554, -0.6837], [5.5175, 3.2907, 0.6875], [6.8578, 3.6599, 1.2914], [6.5378, 0.6793, -0.4511], [6.1336, -0.7874, -1.3562], [4.8886, 0.4400, -1.0310], [7.3709, 0.9217, -2.7691], [5.7821, 0.5055, -3.4059], [8.0778, 5.6929, -2.6736], [6.6919, 6.7285, -2.9690], [7.4157, 4.3805, -4.7978], [7.8191, 6.0782, -5.1192], [6.1275, 5.5418, -5.0457], [5.3266, 2.2201, 0.7960], [4.7242, 3.8139, 1.2293], [7.6641, 3.0594, 0.8537], [6.8558, 3.4813, 2.3688], [7.0934, 4.7114, 1.1054], [3.0568, 0.0141, 6.5703], [4.3996, 0.2392, 5.9037], [4.8912, -0.9575, 5.3221], [4.2711, -1.4718, 3.8717], [4.7133, -0.2468, 3.0642], [5.5226, -2.4618, 3.4353], [6.2243, -2.2635, 2.2176], [7.4875, -1.4614, 2.4697], [3.6909, -2.8429, 4.7282], [2.2825, -3.0347, 4.8101], [1.5473, -2.6846, 3.5313], [2.2847, -0.1860, 5.8211], [2.7541, 0.8941, 7.1425], [3.0958, -0.8482, 7.2413], [4.3332, 1.0369, 5.1594], [5.1296, 0.5535, 6.6545], [5.5879, -1.7930, 1.4638], [6.4961, -3.2493, 1.8302], [7.2683, -0.5025, 2.9435], [8.0226, -1.2752, 1.5351], [8.1506, -2.0019, 3.1507], [1.8881, -2.4602, 5.6522], [2.1196, -4.0918, 5.0392], [1.5871, -1.6058, 3.3385], [0.4961, -2.9723, 3.6012], [1.9978, -3.1886, 2.6719], [-4.0805, 2.5948, 5.0236], [-2.7345, 2.8326, 4.3678], [-2.2288, 1.6412, 3.7868], [-2.8337, 1.1255, 2.3302], [-2.4089, 2.3479, 1.5112], [-1.5765, 0.1422, 1.8952], [-0.8631, 0.3459, 0.6835], [0.3998, 1.1411, 0.9483], [-3.4211, -0.2609, 3.1578], [-4.8291, -0.4603, 3.2186], [-5.5516, -0.0951, 1.9371], [-4.8452, 2.3903, 4.2680], [-4.3946, 3.4706, 5.5957], [-4.0396, 1.7309, 5.6927], [-2.8017, 3.6315, 3.6252], [-2.0129, 3.1508, 5.1249], [-1.4916, 0.8223, -0.0730], [-0.5910, -0.6391, 0.2938], [0.1827, 2.0991, 1.4244], [0.9421, 1.3286, 0.0182], [1.0562, 0.5948, 1.6319], [-5.2361, 0.0996, 4.0647], [-4.9898, -1.5217, 3.4297], [-5.5152, 0.9864, 1.7608], [-6.6018, -0.3894, 1.9910], [-5.0888, -0.5839, 1.0755], [-3.4243, -2.8472, 6.1431], [-4.0940, -3.9447, 5.3403], [-4.1810, -5.1473, 6.0866], [-5.3543, -5.2997, 7.2499], [-6.5596, -5.1549, 6.3157], [-5.3689, -6.9509, 7.3465], [-6.5558, -7.6947, 7.1082], [-6.5801, -8.1953, 5.6761], [-4.0840, -5.4029, 8.4023], [-3.9834, -4.3765, 9.3831], [-5.3252, -3.9064, 9.9089], [-4.0656, -2.5322, 6.9721], [-3.2246, -1.9739, 5.5171], [-2.4815, -3.1983, 6.5715], [-5.0817, -3.6258, 4.9970], [-3.4942, -4.1618, 4.4521], [-7.4468, -7.1095, 7.3484], [-6.5471, -8.5507, 7.7886], [-6.4969, -7.3749, 4.9608], [-7.5025, -8.7444, 5.4722], [-5.7303, -8.8582, 5.4914], [-3.4143, -3.5386, 8.9720], [-3.3977, -4.7859, 10.2111], [-5.8887, -3.3787, 9.1305], [-5.1901, -3.2193, 10.7470], [-5.9337, -4.7531, 10.2378]], "atomic_forces_ev_per_a": [[1.5, 4.0, 1.3], [-0.9, -2.3, -0.3], [0.9, 3.0, -0.9], [-1.0, 1.5, -1.8], [-1.4, -1.8, 0.4], [-0.4, 0.7, -0.5], [0.3, 0.3, 0.5], [-0.6, 1.1, -0.6], [1.5, 0.8, -0.9], [-3.2, -1.9, 1.8], [-1.1, -2.8, 1.1], [-0.1, -1.0, -1.3], [2.1, -0.2, -1.2], [4.0, 1.8, 1.1], [1.3, 0.4, 1.8], [-1.5, -0.6, 3.9], [-4.3, -1.7, -0.7], [-1.2, -0.5, -2.0], [1.5, 0.6, -3.9], [1.5, 2.0, 0.4], [0.2, -0.9, -0.4], [0.9, 0.3, -0.1], [3.1, 0.1, -2.7], [1.5, -2.3, 0.1], [-0.6, -3.1, 1.6], [-3.5, 0.2, 2.8], [-1.3, 2.8, -0.3], [1.0, 2.7, -2.0], [-0.2, -1.8, 0.1], [0.3, -0.1, -1.8], [-0.7, -0.7, 1.2], [-1.4, -0.4, -1.2], [0.9, 0.4, 0.7], [1.9, 0.0, 0.5], [-0.4, 0.0, 1.8], [0.7, 0.3, 1.7], [-1.1, -0.4, 1.8], [-1.7, -0.7, 0.1], [-0.8, -0.4, -1.6], [0.9, 0.4, -1.5], [1.1, -0.9, -0.8], [0.9, 1.6, -0.4], [0.4, -1.8, 0.0], [1.0, 1.2, 0.4], [1.0, -1.8, -0.1], [-0.8, -1.3, 1.1], [-1.5, 0.0, 1.3], [-1.4, 1.6, 0.3], [0.5, 1.5, -0.9], [0.0, 0.0, 0.1], [-0.1, -0.3, -0.2], [0.4, -0.4, 0.7], [-4.6, 1.4, -7.8], [0.7, -0.4, 4.2], [0.4, 0.0, 1.4], [0.2, 0.1, -0.5], [0.0, -0.1, -0.2], [3.4, -0.3, 1.6], [-0.4, -0.1, 0.6], [0.0, 0.1, -0.1], [0.0, -0.1, 0.1], [0.0, 0.0, 0.0], [0.1, 0.0, -0.1], [0.0, 0.1, 0.0], [0.0, 0.2, 0.0], [-0.1, -0.1, -0.1], [-0.1, -0.1, 0.1], [0.1, 0.1, 0.1], [0.0, 0.0, 0.0], [0.1, 0.1, 0.1], [0.0, 0.0, 0.1], [0.0, 0.0, -0.2], [0.0, -0.1, 0.0], [0.1, 0.0, -0.1], [-0.1, 0.0, 0.1], [-0.1, -0.1, 0.0], [0.1, 0.2, 0.3], [-0.8, 0.4, 0.0], [8.7, -0.8, 3.1], [-4.2, -0.8, -0.7], [-1.4, -0.3, -0.4], [0.5, 0.2, -0.2], [0.1, 0.1, 0.1], [-2.4, 1.6, -2.4], [-0.5, -0.5, 0.3], [0.1, 0.0, 0.0], [-0.1, 0.1, 0.0], [0.0, 0.0, -0.1], [0.1, 0.1, 0.0], [0.0, 0.0, -0.1], [0.0, -0.1, -0.1], [0.1, 0.1, 0.1], [-0.1, 0.0, 0.2], [-0.1, 0.0, -0.1], [0.0, 0.0, 0.0], [-0.1, 0.0, -0.1], [-0.1, 0.0, 0.0], [0.2, 0.1, 0.0], [-0.1, 0.1, 0.0], [0.1, 0.1, -0.1], [-0.1, -0.1, 0.1], [-0.1, -0.1, 0.0], [0.1, 0.2, 0.3], [-0.9, 0.2, -0.1], [8.7, -0.8, 2.9], [-4.2, -0.9, -0.5], [-1.3, -0.3, -0.3], [0.5, 0.2, -0.2], [0.1, 0.1, 0.1], [-2.3, 1.6, -2.3], [-0.5, -0.5, 0.3], [0.1, 0.0, -0.1], [-0.1, 0.1, 0.0], [0.0, 0.0, -0.1], [0.1, 0.1, 0.0], [0.0, 0.0, -0.1], [0.0, -0.1, -0.1], [0.1, 0.1, 0.1], [-0.1, -0.1, 0.2], [-0.1, 0.0, -0.1], [0.0, 0.0, 0.0], [0.0, 0.0, -0.1], [-0.1, 0.0, 0.0], [0.2, 0.1, 0.0], [0.0, 0.1, 0.0], [0.1, 0.1, 0.0], [-0.1, -0.1, 0.1], [0.0, 0.1, 0.1], [0.2, 0.1, -0.3], [-0.2, 0.8, 0.4], [3.2, -6.7, -5.5], [-0.2, 2.7, 3.3], [-0.3, 0.9, 1.1], [-0.3, -0.3, -0.4], [0.1, 0.0, -0.2], [-2.9, 2.3, 0.8], [0.5, 0.2, 0.5], [0.0, -0.1, -0.1], [0.0, 0.1, 0.0], [0.0, 0.0, 0.0], [-0.1, 0.0, -0.1], [-0.1, -0.1, 0.0], [0.0, -0.1, 0.1], [0.1, 0.0, -0.2], [0.2, 0.1, 0.1], [-0.1, 0.1, 0.1], [0.0, 0.0, 0.0], [-0.1, 0.0, 0.1], [0.0, 0.1, 0.0], [0.0, -0.1, -0.2], [0.0, 0.1, 0.0], [-0.1, 0.0, -0.1], [0.1, 0.0, 0.1]]}

=====

No. 3
{"formula": "C6H6", "method": "ωB97M-V/def2-TZVPD", "smiles": "C=C=C=C.C#C", "lumo_ha": 0.0118, "elements": ["C", "C", "C", "C", "H", "H", "H", "H", "C", "C", "H", "H"], "coordinates": [[-0.2144, 2.2291, 1.2661], [-0.1243, 0.9128, 1.0601], [0.1465, -0.3087, 0.7454], [0.4866, -1.5679, 0.7686], [-0.3072, 2.8522, 0.3281], [-0.2601, 2.6555, 2.2360], [0.7806, -2.0719, 1.7947], [0.8256, -2.1056, -0.1538], [-0.7158, -1.0954, -2.1217], [-0.1256, -0.0949, -1.8128], [-0.9978, -2.1031, -2.1184], [0.5059, 0.6981, -1.9923]], "atomic_forces_ev_per_a": [[-0.2, -1.5, -2.6], [0.5, 0.3, 0.2], [-0.4, 1.3, 1.4], [1.9, -1.7, 1.1], [0.1, -0.4, 1.4], [0.0, 0.4, 0.6], [-0.9, 1.0, -2.2], [-0.7, 0.5, 1.0], [0.6, 0.3, 0.6], [-0.8, -1.2, -1.6], [-0.7, -0.6, -0.2], [0.8, 1.6, 0.3]]}

=====

| no. | gap between HOMO and LUMO (eV) | molar mass (g mol⁻¹) | highest occupied orbital energy (eV) |
| --- | --- | --- | --- |
| 1 | 11.0 | 94.1 | -9.78 |
| 2 | 6.8 | 1125.5 | -8.40 |
| 3 | 9.3 | 78.1 | -9.02 |